C8H13BO4 | the ωB97M-V functional and the def2-TZVPD basis

Positions of all 26 atoms, in Å:
C -0.249 -2.507 1.508
O -0.368 -1.152 1.667
C -0.399 -0.478 0.444
O 0.608 -1.080 -0.501
C 0.889 -0.340 -1.634
C -1.739 -0.694 -0.241
C -2.307 0.244 -1.010
C -1.732 1.542 -1.070
C -0.769 1.889 -0.218
C -0.099 0.968 0.759
B 1.544 1.169 0.808
O 2.019 2.314 0.166
O 2.331 0.245 1.402
H 0.032 -2.842 2.502
H 0.617 -2.940 0.897
H -1.176 -3.039 1.002
H 1.719 -0.891 -2.106
H 1.270 0.765 -1.330
H -0.035 -0.300 -2.299
H -2.049 -1.840 -0.299
H -3.332 -0.132 -1.497
H -2.209 2.286 -1.825
H -0.211 2.790 -0.426
H -0.643 1.190 1.677
H 3.018 2.487 0.134
H 3.270 0.343 1.489

## Properties
SMILES string: COC1(OC)C=CC=C[C@@H]1B(O)O
Strongest force on any atom (hartree/bohr): 0.082
Relative energy (zero: lowest compared OMol25 entry of this formula, charge and spin) (eV): 2.755


C16H19BO3 | the ωB97M-V functional and the def2-TZVPD basis

Positions of all 39 atoms, in Å:
C -1.496 -4.000 1.353
C -1.615 -2.635 0.676
C -3.077 -2.114 0.714
O -0.811 -1.638 1.332
B -0.309 -0.906 0.251
C 0.371 0.540 0.291
C 0.969 1.088 1.384
C 1.512 2.360 1.319
C 1.613 3.019 0.101
C 2.231 4.400 0.014
C 2.413 5.265 1.108
C 3.039 6.367 0.628
O 3.222 6.279 -0.703
C 2.773 5.062 -1.086
C 1.013 2.426 -1.008
C 0.362 1.208 -0.912
O -0.460 -1.408 -1.038
C -1.053 -2.706 -0.842
C 0.056 -3.752 -0.936
C -2.163 -2.897 -1.925
H -1.916 -4.807 0.760
H -1.943 -3.956 2.352
H -0.441 -4.276 1.474
H -3.128 -1.083 0.486
H -3.712 -2.755 0.043
H -3.440 -2.239 1.719
H 0.993 0.554 2.297
H 1.971 2.778 2.218
H 2.147 5.040 2.123
H 3.372 7.243 1.157
H 2.851 4.702 -2.115
H 1.044 2.901 -1.976
H -0.062 0.776 -1.781
H 0.820 -3.509 -0.214
H 0.479 -3.723 -1.919
H -0.283 -4.748 -0.776
H -2.717 -3.784 -1.703
H -1.783 -3.014 -2.925
H -2.841 -2.057 -1.944

## Properties
Total energy (eV): -23721.151
SMILES string: CC1(C)OB(c2ccc(-c3ccoc3)cc2)OC1(C)C
Strongest force on any atom (hartree/bohr): 0.055


H6O3 | the ωB97M-V functional and the def2-TZVPD basis

Positions of all 9 atoms, in Å:
O 1.468 1.734 0.152
H 1.818 0.938 -0.248
H 2.131 1.993 0.791
O -0.495 -2.271 -0.629
H -1.163 -2.659 -0.063
H -0.632 -1.327 -0.551
O -0.970 0.269 -0.098
H -1.810 0.468 0.316
H -0.347 0.855 0.330

## Properties
Net charge: -1
Multiplicity: 2
<S²>: 0.75
Strongest force on any atom (hartree/bohr): 0.028
Relative energy (zero: lowest compared OMol25 entry of this formula, charge and spin) (eV): 0.243


CHI2O3S | the ωB97M-V functional and the def2-TZVPD basis

Positions of all 8 atoms, in Å:
C -1.307 0.488 -0.644
O 2.380 0.877 1.064
O 1.513 -0.860 -0.493
O 1.509 -1.190 1.991
S 1.472 -0.260 0.866
I -1.698 -1.646 -0.745
I -2.994 1.775 -0.418
H -0.874 0.817 -1.621

## Properties
Net charge: -1
Strongest force on any atom (hartree/bohr): 0.024
Relative energy (zero: lowest compared OMol25 entry of this formula, charge and spin) (eV): 3.412


C7H10O | the ωB97M-V functional and the def2-TZVPD basis

Positions of all 18 atoms, in Å:
C -0.713 1.240 0.315
C 1.097 0.252 -0.381
C 0.520 1.606 -0.456
C 1.867 -0.224 0.804
C -1.499 0.124 -0.020
C -0.803 -2.286 -0.598
O -2.869 0.158 0.156
C -0.893 -0.978 -0.534
H -3.167 1.074 0.090
H -0.967 1.803 1.210
H 1.260 -0.281 -1.306
H 1.098 2.357 0.088
H 0.331 1.959 -1.471
H 1.559 -1.232 1.098
H 1.741 0.426 1.670
H 2.934 -0.284 0.559
H -0.209 -2.787 -1.357
H -1.288 -2.929 0.132

## Properties
Strongest force on any atom (hartree/bohr): 0.021
Relative energy (zero: lowest compared OMol25 entry of this formula, charge and spin) (eV): 4.847


C48H50F3N3O4S2 | the ωB97M-V functional and the def2-TZVPD basis

Positions of all 110 atoms, in Å:
C 4.534 2.735 1.366
C 4.323 1.643 2.409
C 4.688 2.157 3.805
C 5.096 0.381 2.024
C 6.489 0.433 2.023
C 7.251 -0.703 1.740
C 6.609 -1.922 1.506
C 5.220 -2.002 1.517
C 4.514 -3.330 1.295
C 5.280 -4.537 1.842
C 4.230 -3.511 -0.185
C 4.459 -0.828 1.682
N 3.014 -0.926 1.707
N 2.428 -1.178 2.908
N 1.099 -1.071 2.685
C 0.164 -1.353 3.770
C -0.279 -0.300 4.599
C 0.228 1.133 4.433
C 0.884 1.643 5.715
C -0.880 2.091 3.996
C -1.257 -0.554 5.567
C -1.804 -1.830 5.706
C -1.304 -2.881 4.934
C -0.288 -2.668 3.999
C 0.262 -3.851 3.215
C -0.596 -4.145 1.988
C 0.396 -5.126 4.057
C 0.847 -0.814 1.340
C -0.478 -0.744 0.798
C -0.655 -1.045 -0.577
C -1.888 -0.970 -1.194
C -2.992 -0.665 -0.412
C -4.312 -0.646 -1.105
F -5.334 -0.263 -0.298
F -4.308 0.207 -2.180
F -4.632 -1.890 -1.597
C -2.896 -0.419 0.952
C -1.647 -0.423 1.550
C 2.065 -0.736 0.663
C 2.360 -0.556 -0.683
H 4.228 2.374 0.378
H 3.941 3.622 1.613
H 5.592 3.024 1.316
H 3.265 1.363 2.417
H 4.491 1.392 4.566
H 5.748 2.437 3.865
H 4.086 3.041 4.050
H 6.987 1.381 2.251
H 8.340 -0.644 1.720
H 7.203 -2.822 1.317
H 3.563 -3.268 1.840
H 5.550 -4.393 2.894
H 4.647 -5.430 1.773
H 6.194 -4.720 1.263
H 3.640 -2.673 -0.574
H 5.179 -3.546 -0.737
H 3.683 -4.444 -0.358
H 0.986 1.094 3.644
H 1.703 0.981 6.019
H 1.292 2.648 5.550
H 0.153 1.691 6.532
H -1.294 1.806 3.023
H -1.698 2.099 4.729
H -0.477 3.107 3.910
H -1.611 0.267 6.203
H -2.609 -2.010 6.427
H -1.715 -3.888 5.064
H 1.265 -3.549 2.887
H -0.650 -3.276 1.322
H -0.179 -4.989 1.424
H -1.623 -4.397 2.292
H 0.933 -4.933 4.991
H -0.589 -5.546 4.298
H 0.954 -5.880 3.488
H 0.201 -1.372 -1.163
H -1.969 -1.162 -2.259
H -3.784 -0.224 1.546
H -1.565 -0.194 2.611
H 1.565 -0.218 -1.324
H 3.392 -0.615 -1.026
C -1.966 0.658 -10.674
C -1.426 -0.466 -10.040
C -0.874 -0.320 -8.764
C -0.852 0.912 -8.139
C -1.370 2.043 -8.769
C -1.941 1.907 -10.037
S -0.081 0.960 -6.510
O 1.222 1.551 -6.664
O -1.046 1.479 -5.561
C 0.069 -0.795 -6.242
C 0.079 -1.398 -5.019
C -0.045 -2.846 -4.925
C 0.825 -3.679 -5.678
C 0.679 -5.067 -5.646
C -0.360 -5.652 -4.912
C -1.253 -4.839 -4.198
C -1.075 -3.451 -4.173
S -0.214 -1.681 -7.774
O -1.285 -2.627 -7.614
O 1.065 -2.067 -8.343
H -2.406 0.558 -11.669
H -1.421 -1.446 -10.520
H -1.319 3.004 -8.258
H -2.365 2.783 -10.529
H 0.048 -0.792 -4.120
H 1.627 -3.227 -6.268
H 1.359 -5.676 -6.249
H -0.497 -6.736 -4.928
H -2.116 -5.272 -3.680
H -1.795 -2.789 -3.663

## Properties
Total energy (eV): -93067.542
Strongest force on any atom (hartree/bohr): 0.054


C55H60N7O8 | the ωB97M-V functional and the def2-TZVPD basis

Positions of all 130 atoms, in Å:
C -1.486 -0.156 -2.199
C -1.364 -1.123 -1.039
N 0.053 -0.945 -0.411
C 1.133 -1.941 -0.699
C 2.287 -1.478 0.019
N 1.819 -0.181 0.611
C 0.533 -0.012 0.460
C 2.603 0.699 1.425
H -1.732 0.847 -1.797
H -2.244 -0.214 -2.871
H -0.582 -0.269 -2.739
H -1.497 -2.159 -1.304
H -2.005 -0.799 -0.228
H 1.142 -2.738 -1.235
H 3.383 -1.538 -0.149
H -0.267 0.657 0.963
H 2.823 0.601 2.484
H 2.128 1.769 1.347
H 3.655 0.768 1.002
N -4.341 2.438 -2.655
C -5.083 2.809 -3.760
C -5.452 4.173 -3.899
C -5.190 5.112 -2.950
C -4.444 4.673 -1.806
C -4.077 3.309 -1.736
H -5.330 2.156 -4.548
H -6.199 4.439 -4.715
H -5.619 6.038 -3.173
H -4.147 5.607 -1.184
H -3.526 2.887 -0.968
N -1.699 3.225 1.176
C -1.009 4.223 0.479
C -1.376 5.509 0.416
C -2.593 5.836 1.100
C -3.336 4.902 1.749
C -2.740 3.582 1.820
H 0.084 3.883 -0.085
H -0.728 6.099 -0.077
H -3.011 6.758 1.226
H -4.321 5.086 2.047
H -3.285 2.798 2.480
N 5.077 -1.381 2.319
C 6.162 -1.748 1.707
C 6.658 -3.088 1.897
C 6.095 -3.824 2.997
C 5.132 -3.216 3.790
C 4.626 -1.974 3.339
H 6.526 -1.156 0.887
H 7.588 -3.569 1.543
H 6.460 -4.864 2.974
H 4.717 -3.704 4.604
H 4.053 -1.483 3.901
N 1.400 0.145 4.770
C 2.286 1.151 4.922
C 2.053 2.449 4.370
C 0.762 2.640 3.749
C -0.167 1.636 3.670
C 0.260 0.423 4.176
H 3.102 1.223 5.519
H 2.646 3.306 4.559
H 0.704 3.523 3.375
H -1.120 1.698 3.224
H -0.350 -0.266 4.255
N 0.130 -3.800 2.040
C 1.381 -4.143 2.052
C 1.977 -5.013 1.049
C 1.222 -5.437 -0.002
C -0.161 -5.191 0.044
C -0.684 -4.239 0.987
H 2.066 -3.675 2.766
H 3.025 -5.092 0.955
H 1.650 -6.103 -0.621
H -1.048 -5.662 -0.518
H -1.908 -4.089 0.980
C 3.611 -1.866 -5.186
C 3.739 -0.718 -6.187
C 3.125 0.551 -5.767
C 2.442 0.585 -4.555
C 2.223 -0.488 -3.665
C 2.979 -1.619 -3.901
O 2.872 -2.837 -3.242
O 3.037 1.543 -6.654
H 4.117 -2.805 -5.371
H 4.405 -0.700 -7.175
H 1.947 1.564 -4.190
H 1.827 -0.297 -2.789
H 3.334 -3.404 -3.750
H 2.988 1.017 -7.530
C -5.347 -1.019 4.096
C -4.041 -1.493 3.762
C -3.259 -0.932 2.759
C -3.824 0.071 1.965
C -5.125 0.581 2.282
C -5.917 0.053 3.315
O -7.149 0.458 3.461
O -2.076 -1.621 2.534
H -5.671 -1.480 4.941
H -3.589 -2.096 4.379
H -3.430 0.536 1.204
H -5.395 1.362 1.523
H -7.682 -0.085 4.018
H -2.059 -2.564 2.698
C 5.839 3.085 -0.660
C 5.647 1.578 -0.999
C 6.672 0.758 -1.245
C 7.960 1.254 -1.142
C 8.327 2.596 -0.653
C 7.230 3.479 -0.377
O 7.448 4.704 -0.011
O 6.326 -0.456 -1.750
H 4.969 3.851 -0.413
H 4.644 1.079 -1.123
H 8.733 0.528 -1.336
H 9.382 2.882 -0.620
H 8.443 4.820 0.012
H 7.003 -1.014 -2.014
C -6.853 -1.229 -2.295
C -7.629 -2.546 -2.478
C -7.294 -3.605 -1.617
C -6.264 -3.502 -0.703
C -5.524 -2.378 -0.668
C -5.731 -1.277 -1.482
O -4.851 -0.216 -1.455
O -8.035 -4.746 -1.735
H -7.196 -0.486 -3.058
H -8.487 -2.327 -3.032
H -5.910 -4.508 -0.076
H -4.808 -2.345 0.077
H -5.137 0.288 -2.134
H -8.261 -5.370 -0.846

## Properties
Net charge: +1
Strongest force on any atom (hartree/bohr): 0.214
Relative energy (zero: lowest compared OMol25 entry of this formula, charge and spin) (eV): 0.549


C11H19AsClGeMoO10SSe | the ωB97M-V functional and the def2-TZVPD basis

Positions of all 46 atoms, in Å:
Mo 1.076 -1.216 0.040
O -2.736 0.619 -1.300
As -1.692 -0.710 -1.045
O -1.631 -1.033 0.696
O -0.097 -0.322 -1.347
C -2.443 -2.137 -2.007
C -3.816 -2.349 -1.925
C -4.371 -3.404 -2.629
C -3.558 -4.221 -3.405
C -2.192 -3.998 -3.492
C -1.621 -2.953 -2.790
S 0.821 -3.242 -1.810
O 0.055 -3.024 -0.511
O -0.277 -2.683 -2.936
O 1.789 -2.077 -1.792
H -2.483 1.409 -0.792
H -4.439 -1.696 -1.328
H -5.435 -3.584 -2.576
H -3.995 -5.040 -3.960
H -1.556 -4.616 -4.111
O 3.010 -1.666 2.963
Cl 1.996 -2.232 2.121
O 1.434 -3.443 2.615
O 2.618 -2.488 0.725
O -0.366 -0.502 1.150
C 0.035 3.977 3.327
Ge 0.674 3.340 1.605
C -0.804 2.695 0.476
C 1.758 4.650 0.660
C 1.763 1.703 1.938
Se 2.425 1.008 0.229
C 4.237 0.478 0.704
H -0.595 4.856 3.193
H 0.874 4.252 3.964
H -0.550 3.206 3.828
H -1.391 3.535 0.101
H -1.442 2.039 1.074
H -0.392 2.147 -0.375
H 1.145 5.509 0.388
H 2.178 4.225 -0.252
H 2.573 5.001 1.292
H 1.126 0.949 2.396
H 2.629 1.860 2.579
H 4.803 1.387 0.891
H 4.649 -0.050 -0.153
H 4.215 -0.162 1.579

## Properties
Net charge: +1
Multiplicity: 3
<S²>: 2.02
Strongest force on any atom (hartree/bohr): 0.008
Relative energy (zero: lowest compared OMol25 entry of this formula, charge and spin) (eV): 2.321


> strongest force on any atom of number 5 (C7H10O)?

0.021 hartree/bohr


> The highest strongest force on any atom belongs to which entry?

C55H60N7O8


> Which of these has the highest strongest force on any atom?

C55H60N7O8